1.
Molecular formula: C24H72N6O10PPt
Method: DFT, wB97M-V/def2-TZVPD

Properties
* M: 830.924 g mol⁻¹
* ΔE to the lowest compared entry with this formula, charge and spin: 58.49 kcal per mole
* spin multiplicity: 3
* HOMO-LUMO gap (spin up / spin down): 5.11 / 3.25 eV
* total charge: +5

Each line ends with the Löwdin spin population.
Geometry (Å):
Pt -2.963 -0.500 -3.048  1.498
P -1.098 0.213 -1.378  0.013
O -1.731 1.481 -0.851  0.036
O -1.045 0.277 -2.932  0.177
O -2.189 -0.813 -1.181  0.241
O 0.238 -0.176 -0.735  0.025
C -2.917 -4.110 -0.128  0.000
C -2.472 -3.532 1.226  0.000
C -1.911 -4.657 2.191  0.000
O -0.632 -5.064 1.695  0.000
C -0.454 -6.542 1.777  0.000
N -1.581 -2.343 0.974  0.005
H -1.838 -1.690 1.700  0.000
H -0.609 -2.609 1.046  0.000
H -1.650 -1.918 0.060  0.002
H -2.102 -4.381 -0.800  0.000
H -3.504 -3.407 -0.719  0.000
H -3.538 -5.003 -0.070  0.000
H -3.438 -3.088 1.470  0.000
H -2.607 -5.496 2.175  0.000
H -1.822 -4.322 3.225  0.000
H 0.577 -6.750 1.491  0.000
H -1.046 -7.029 1.002  0.000
H -0.657 -7.064 2.712  0.000
C -4.789 2.713 -0.986  0.000
C -4.929 2.193 0.523  0.000
C -6.241 2.166 1.211  0.000
O -6.023 1.475 2.506  0.000
C -7.165 1.005 3.220  0.000
N -4.198 0.872 0.543  0.000
H -4.642 0.139 0.007  0.000
H -3.309 1.013 0.085  0.000
H -3.952 0.557 1.470  0.000
H -5.188 2.126 -1.813  0.000
H -3.747 2.907 -1.239  0.000
H -5.297 3.674 -1.064  0.000
H -4.328 2.890 1.108  0.000
H -6.834 1.624 0.474  0.000
H -6.549 3.185 1.442  0.000
H -6.904 0.334 4.038  0.000
H -7.728 0.481 2.447  0.000
H -7.759 1.842 3.589  0.000
C -0.168 5.555 -1.916  0.000
C 0.704 4.404 -2.393  0.000
C 1.960 4.311 -1.668  0.000
O 1.810 3.964 -0.335  0.000
C 2.904 4.416 0.525  0.000
N 0.090 3.013 -2.543  0.001
H -0.818 3.108 -2.975  0.000
H 0.683 2.309 -2.958  0.001
H -0.047 2.469 -1.703  0.000
H -0.883 5.727 -2.720  0.000
H 0.410 6.466 -1.758  0.000
H -0.622 5.183 -0.997  0.000
H 0.920 4.632 -3.436  0.000
H 2.575 5.210 -1.724  0.000
H 2.620 3.715 -2.298  0.000
H 2.954 5.502 0.457  0.000
H 3.845 3.870 0.454  0.000
H 2.614 4.220 1.558  0.000
C 3.404 0.938 -0.089  0.000
C 3.709 -0.551 -0.244  0.000
C 5.070 -1.151 0.334  0.000
O 5.229 -2.485 -0.125  0.000
C 6.534 -2.968 0.219  0.000
N 2.421 -1.417 0.034  0.000
H 2.588 -2.354 -0.305  0.000
H 2.333 -1.486 1.038  0.000
H 1.557 -1.070 -0.355  0.000
H 4.192 1.608 -0.431  0.000
H 3.164 1.347 0.893  0.000
H 2.493 1.127 -0.656  0.000
H 3.816 -0.656 -1.324  0.000
H 5.084 -1.148 1.424  0.000
H 5.908 -0.565 -0.043  0.000
H 6.593 -4.014 -0.081  0.000
H 6.871 -3.025 1.254  0.000
H 7.169 -2.287 -0.348  0.000
C -0.655 3.172 1.993  0.000
C 0.430 2.130 2.325  0.000
C 0.975 2.083 3.790  0.000
O 0.014 1.610 4.745  0.000
C 0.340 2.155 6.081  0.000
N -0.142 0.761 2.049  0.000
H -0.086 0.623 1.050  0.000
H 0.272 0.019 2.595  0.000
H -1.127 0.814 2.266  0.000
H -1.436 3.185 2.753  0.000
H -1.192 3.013 1.059  0.000
H -0.183 4.153 2.022  0.000
H 1.330 2.114 1.711  0.000
H 1.408 3.066 3.972  0.000
H 1.824 1.408 3.904  0.000
H 0.698 3.183 6.022  0.000
H 1.239 1.621 6.390  0.000
H -0.448 2.040 6.825  0.000
C 0.133 -3.653 -3.745  0.000
C 1.110 -2.577 -3.372  0.000
C 2.525 -3.048 -3.490  0.000
O 3.580 -2.083 -3.335  0.000
C 4.873 -2.565 -3.116  0.000
N 0.942 -1.307 -4.226  0.000
H 0.104 -0.819 -3.945  0.000
H 1.563 -0.531 -4.047  0.000
H 0.932 -1.320 -5.236  0.000
H 0.147 -3.835 -4.820  0.000
H -0.905 -3.487 -3.456  0.000
H 0.396 -4.541 -3.171  0.000
H 0.986 -2.365 -2.310  0.000
H 2.721 -3.588 -4.416  0.000
H 2.682 -3.835 -2.753  0.000
H 5.256 -2.796 -4.110  0.000
H 5.038 -3.525 -2.626  0.000
H 5.543 -1.870 -2.609  0.000

Cartesian forces (eV/Å) of the 2 atoms listed first:
Pt -0.729 -0.288 -0.691
P 2.831 3.418 1.947

---

2.
Molecular formula: C32H39MnN4OSe2Si
Method: DFT, wB97M-V/def2-TZVPD

Properties
* M: 736.635 g mol⁻¹
* ΔE to the lowest compared entry with this formula, charge and spin: 0.00 kcal per mole
* spin multiplicity: 6
* HOMO-LUMO gap (spin up / spin down): 5.31 / 6.01 eV
* total charge: -1

Each line ends with the Löwdin spin population.
Geometry (Å):
Mn -0.791 0.033 -0.143  3.922
C -5.323 -0.439 0.643  0.001
Si -3.459 -0.329 0.913  0.016
C -3.093 -1.778 2.019  0.006
C -3.256 1.214 1.951  0.008
N -2.569 -0.479 -0.559  0.006
C -2.768 -0.087 -1.885  0.008
C -4.039 0.162 -2.422  0.006
C -4.249 0.492 -3.749  0.000
C -3.176 0.591 -4.620  0.007
C -1.900 0.361 -4.131  0.000
C -1.691 0.023 -2.809  0.009
O -0.383 -0.119 -2.293  0.050
C 0.675 -0.415 -3.143  0.004
C 0.589 -1.473 -4.025  0.003
C 1.671 -1.747 -4.848  0.000
C 2.822 -0.971 -4.778  0.002
C 2.893 0.069 -3.862  0.000
C 1.816 0.347 -3.032  0.002
H -5.804 -0.596 1.616  0.000
H -5.583 -1.287 0.000  0.000
H -5.748 0.470 0.205  0.000
H -3.744 -1.691 2.898  0.000
H -2.056 -1.845 2.360  0.004
H -3.327 -2.713 1.500  0.001
H -3.653 0.998 2.950  0.001
H -3.814 2.043 1.511  0.000
H -2.225 1.558 2.066  0.002
H -4.881 0.092 -1.748  0.000
H -5.257 0.680 -4.099  0.000
H -3.316 0.859 -5.659  0.001
H -1.046 0.470 -4.788  0.000
H -0.312 -2.072 -4.071  0.000
H 1.614 -2.578 -5.540  0.000
H 3.663 -1.186 -5.425  0.000
H 3.797 0.658 -3.777  0.000
H 1.859 1.125 -2.280  0.000
C 0.289 0.589 3.334  0.010
N 0.365 -0.079 2.035  0.100
C 0.498 -1.515 2.166  0.385
C 0.240 -2.370 1.112  0.036
C 0.343 -3.776 1.030  0.173
C -0.166 -4.133 -0.227  0.044
C -0.555 -2.955 -0.857  0.161
N -0.299 -1.888 -0.063  0.043
C 1.527 0.578 4.211  0.002
C 2.753 0.081 3.786  0.003
C 3.851 0.117 4.643  0.001
C 3.735 0.648 5.919  0.000
C 2.507 1.146 6.345  0.001
C 1.413 1.107 5.496  0.001
H -0.524 0.099 3.870  0.002
H -0.028 1.619 3.159  0.001
H 0.813 -1.858 3.138  0.021
H 0.757 -4.424 1.788  0.009
H -0.235 -5.126 -0.647  -0.001
H -1.008 -2.834 -1.829  0.011
H 2.880 -0.338 2.784  0.002
H 4.798 -0.275 4.291  0.000
H 4.593 0.673 6.581  0.000
H 2.404 1.567 7.338  0.000
H 0.455 1.493 5.835  0.000
C 4.651 -0.395 -1.015  -0.002
Se 3.303 -1.159 0.226  -0.011
C 2.484 2.296 0.295  0.002
C 2.155 3.293 -0.505  0.002
Se -1.321 2.503 -0.393  -0.054
C -0.894 3.024 -2.233  -0.003
H 5.584 -0.186 -0.488  0.000
H 4.293 0.531 -1.471  0.000
H 4.852 -1.107 -1.816  0.000
H 3.482 1.874 0.329  0.000
H 1.949 1.701 2.167  0.000
H 2.903 3.712 -1.171  0.000
H 1.149 3.693 -0.522  0.001
H -0.659 4.088 -2.221  -0.003
H -1.753 2.845 -2.873  0.001
H -0.034 2.474 -2.614  -0.001
N 1.599 1.660 1.218  0.009
C 0.916 0.568 0.903  -0.007

Cartesian forces (eV/Å) of the 2 atoms listed first:
Mn 1.559 0.171 -0.497
C -0.158 -0.003 -0.082

---

3.
Molecular formula: C4H12N2
Method: DFT, wB97M-V/def2-TZVPD

Properties
* M: 88.154 g mol⁻¹
* ΔE to the lowest compared entry with this formula, charge and spin: 92.23 kcal per mole
* HOMO-LUMO gap (spin up / spin down): 9.24 / 9.34 eV

Each line ends with the natural charge from an NBO analysis.
Geometry (Å):
C 2.464 0.340 0.031  -0.613
C -1.322 -1.507 0.908  -0.472
C -1.774 -0.284 -1.102  -0.477
C 1.309 1.329 -0.040  -0.282
N 0.273 0.952 0.839  -0.438
N -0.814 -0.888 -0.260  -0.234
H 2.772 0.215 1.064  0.209
H 2.133 -0.624 -0.350  0.221
H 3.307 0.696 -0.550  0.202
H -1.630 -2.531 0.650  0.208
H -0.523 -1.578 1.644  0.225
H -2.192 -0.998 1.344  0.170
H -1.277 0.394 -1.797  0.204
H -2.230 -1.084 -1.705  0.216
H -2.590 0.236 -0.576  0.172
H 1.662 2.328 0.279  0.204
H 0.977 1.454 -1.086  0.179
H -0.544 1.549 0.705  0.308

Cartesian forces (eV/Å) of the 2 atoms listed first:
C -0.309 0.102 -0.051
C -0.163 -0.170 0.319

---

4.
Molecular formula: C21H23NOS2
Method: DFT, wB97M-V/def2-TZVPD

Properties
* M: 369.555 g mol⁻¹
* ΔE to the lowest compared entry with this formula, charge and spin: 27.00 kcal per mole
* HOMO-LUMO gap: 4.47 eV

Each line ends with the natural charge from an NBO analysis.
Geometry (Å):
C -4.793 1.481 2.259  -0.614
C -3.663 2.478 2.018  0.084
C -3.997 3.349 0.837  -0.645
O -2.457 1.684 1.831  -0.545
C -1.243 2.321 1.785  0.014
S 0.086 1.407 1.341  -0.350
S -1.208 3.947 2.161  -0.282
H -5.747 2.013 2.351  0.207
H -4.876 0.772 1.425  0.203
H -4.639 0.916 3.182  0.208
H -3.564 3.108 2.920  0.205
H -4.968 3.827 1.012  0.206
H -3.252 4.139 0.682  0.247
H -4.072 2.742 -0.075  0.202
C 0.949 -1.793 2.622  -0.692
C 0.782 -1.868 1.168  0.437
N -0.197 -2.618 0.605  -0.307
C -1.169 -3.385 1.361  -0.416
C -0.195 -2.469 -0.786  0.125
C 0.816 -1.534 -1.114  0.009
C 0.900 -1.086 -2.427  -0.192
C 0.062 -1.657 -3.399  -0.210
C -0.916 -2.604 -3.051  -0.195
C -1.072 -3.006 -1.717  -0.228
C 1.462 -1.144 0.145  -0.197
C 2.350 -0.099 0.372  0.052
C 3.189 0.486 -0.656  -0.060
C 3.806 -0.274 -1.687  -0.206
C 4.536 0.351 -2.700  -0.217
C 4.672 1.746 -2.712  -0.180
C 4.129 2.504 -1.667  -0.215
C 3.430 1.879 -0.638  -0.169
H 1.848 -1.212 2.841  0.248
H 0.095 -1.295 3.108  0.284
H 1.067 -2.799 3.054  0.234
H -1.837 -3.882 0.655  0.226
H -0.669 -4.140 1.981  0.218
H -1.761 -2.734 2.019  0.235
H 1.617 -0.309 -2.678  0.236
H 0.171 -1.351 -4.440  0.223
H -1.558 -3.023 -3.826  0.223
H -1.831 -3.720 -1.400  0.218
H 2.574 0.185 1.404  0.239
H 3.692 -1.361 -1.683  0.223
H 4.991 -0.253 -3.489  0.221
H 5.205 2.235 -3.529  0.221
H 4.252 3.589 -1.656  0.228
H 3.002 2.455 0.188  0.247

Cartesian forces (eV/Å) of the 2 atoms listed first:
C 0.077 -0.250 0.044
C -0.328 -0.272 0.660

---

5.
Molecular formula: C2H10N2O2
Method: DFT, wB97M-V/def2-TZVPD

Properties
* M: 94.114 g mol⁻¹
* ΔE to the lowest compared entry with this formula, charge and spin: 31.47 kcal per mole
* HOMO-LUMO gap: 9.76 eV

Each line ends with the natural charge from an NBO analysis.
Geometry (Å):
C 1.504 -0.040 -0.119  -0.423
N 0.098 -0.270 0.109  -0.640
C -0.517 -0.321 1.383  0.279
N -1.662 -0.888 1.392  -0.734
H 1.627 0.759 -0.894  0.188
H 1.995 0.331 0.805  0.203
H 2.183 -0.929 -0.365  0.194
H -0.277 -0.844 -0.644  0.406
H 0.165 0.028 2.218  0.166
H -2.232 -0.968 2.267  0.359
H 0.339 2.703 0.531  0.465
H 1.364 3.485 -0.113  0.460
O 0.847 3.536 0.778  -0.924
H -1.609 -2.693 -1.850  0.480
H -2.299 -1.728 -2.848  0.472
O -1.526 -2.160 -2.650  -0.949

Cartesian forces (eV/Å) of the 2 atoms listed first:
C 1.707 0.500 0.516
N 0.548 -0.157 0.522

---

6.
Molecular formula: C3H3Br2N
Method: DFT, wB97M-V/def2-TZVPD

Properties
* M: 212.872 g mol⁻¹
* ΔE to the lowest compared entry with this formula, charge and spin: 16.56 kcal per mole
* HOMO-LUMO gap: 11.13 eV

Each line ends with the natural charge from an NBO analysis.
Geometry (Å):
C -0.244 2.225 0.460  0.248
C -0.312 -0.338 0.075  -0.505
C 0.485 0.788 0.550  -0.348
N -0.510 3.306 0.316  -0.303
Br -2.182 -0.247 0.624  0.062
Br 2.040 1.143 -0.538  0.074
H -0.123 -0.261 -1.044  0.248
H 0.184 -1.287 0.360  0.249
H 0.999 0.684 1.589  0.275

Cartesian forces (eV/Å) of the 2 atoms listed first:
C 2.349 -6.005 0.817
C 0.498 -1.221 -2.218